(1)
{
  "formula": "C6H8",
  "method": "ωB97M-V with the def2-TZVPD basis set",
  "smiles": "C#C[C@@H]1C[C@@H]1C",
  "homo_energy_ha": -0.343,
  "total_charge": 0,
  "relative_energy_kcal_mol": 40.4,
  "gap_ev": 10.49,
  "energy_ev": -6349.0330,
  "elements": ["C", "C", "C", "C", "C", "C", "H", "H", "H", "H", "H", "H", "H", "H"],
  "coordinates": [[-1.117, 1.182, -0.028], [-0.833, -0.167, 0.592], [-0.591, -1.284, -0.366], [0.549, -0.792, 0.489], [1.659, -0.019, -0.025], [2.598, 0.625, -0.420], [-0.485, 1.333, -0.909], [-0.956, 2.020, 0.656], [-2.161, 1.198, -0.361], [-1.398, -0.385, 1.497], [-0.567, -1.059, -1.426], [-0.968, -2.265, -0.100], [0.836, -1.555, 1.200], [3.436, 1.169, -0.797]],
  "nbo_charge": [-0.609, -0.197, -0.393, -0.325, 0.014, -0.267, 0.218, 0.214, 0.213, 0.217, 0.219, 0.217, 0.241, 0.238]
}

---

(2)
{
  "formula": "C6H8",
  "method": "ωB97M-V with the def2-TZVPD basis set",
  "smiles": "C#CCC1CC1",
  "homo_energy_ha": -0.364,
  "total_charge": 0,
  "relative_energy_kcal_mol": 47.9,
  "gap_ev": 11.11,
  "energy_ev": -6348.7066,
  "elements": ["C", "C", "C", "C", "C", "C", "H", "H", "H", "H", "H", "H", "H", "H"],
  "coordinates": [[-1.403, 1.831, -0.475], [-0.995, 1.254, 0.501], [-0.373, 0.255, 1.365], [0.267, -0.847, 0.466], [1.393, -0.468, -0.465], [0.050, -0.834, -1.024], [-1.778, 2.362, -1.317], [0.392, 0.717, 2.004], [-1.126, -0.174, 2.040], [0.320, -1.813, 0.965], [2.243, -1.135, -0.598], [1.653, 0.589, -0.502], [-0.549, 0.011, -1.365], [-0.093, -1.747, -1.596]],
  "nbo_charge": [-0.282, 0.030, -0.486, -0.218, -0.426, -0.426, 0.240, 0.233, 0.237, 0.220, 0.216, 0.213, 0.234, 0.216]
}

---

What is the formula in the first record? C6H8